[1]
{"formula": "C23H53Cl2N8O14P2", "method": "wB97M-V/def2-TZVPD", "homo_energy_ev": -11.043, "charge": 1, "elements": ["C", "C", "C", "C", "C", "C", "P", "C", "C", "C", "C", "N", "C", "P", "O", "Cl", "C", "C", "C", "C", "Cl", "N", "C", "C", "O", "C", "O", "N", "O", "H", "H", "H", "H", "H", "H", "H", "H", "H", "H", "H", "H", "H", "H", "H", "H", "H", "H", "H", "H", "H", "H", "H", "H", "H", "H", "H", "H", "H", "H", "H", "H", "H", "H", "H", "H", "H", "H", "C", "N", "O", "O", "H", "H", "H", "C", "N", "O", "O", "H", "H", "H", "C", "N", "O", "O", "H", "H", "H", "C", "N", "O", "O", "H", "H", "H", "C", "N", "O", "O", "H", "H", "H"], "xyz": [[-3.03, 1.13, -2.29], [-3.75, 0.43, -1.12], [-3.39, 1.04, 0.26], [-2.98, 0.03, 1.35], [-1.70, 0.36, 2.12], [-0.38, 0.06, 1.41], [-0.23, -1.82, 1.00], [-1.24, -2.76, 2.23], [-0.61, -4.15, 2.49], [-1.15, -2.07, -0.57], [-0.40, -3.02, -1.55], [-0.21, 0.87, 0.20], [0.97, 0.59, -0.62], [1.24, 1.98, -1.93], [2.41, 2.84, -1.16], [-0.37, 3.18, -1.59], [2.28, 0.32, 0.15], [3.09, -0.82, -0.49], [3.73, -0.42, -1.84], [3.13, -1.19, -3.01], [3.54, -0.42, -4.57], [2.07, -0.10, 1.60], [0.85, 0.44, 2.29], [0.86, -0.16, 3.71], [0.04, 0.54, 4.58], [0.72, 1.39, 5.51], [1.20, 1.81, 2.29], [0.14, 2.72, 2.69], [0.56, 3.79, 2.70], [-3.52, 0.90, -3.24], [-3.04, 2.21, -2.14], [-1.99, 0.80, -2.37], [-4.82, 0.55, -1.28], [-3.55, -0.64, -1.13], [-2.61, 1.80, 0.15], [-4.28, 1.57, 0.61], [-3.77, 0.05, 2.11], [-2.99, -1.00, 0.98], [-1.70, -0.21, 3.05], [-1.77, 1.41, 2.42], [-2.23, -2.91, 1.81], [-1.33, -2.23, 3.18], [0.14, -4.42, 1.75], [-0.13, -4.18, 3.47], [-1.38, -4.92, 2.51], [-1.35, -1.13, -1.07], [-2.13, -2.50, -0.35], [-0.17, -2.50, -2.48], [-0.99, -3.90, -1.78], [0.55, -3.36, -1.12], [-1.03, 0.80, -0.39], [0.81, -0.29, -1.27], [3.01, 3.22, -1.81], [2.91, 1.20, 0.19], [3.91, -1.07, 0.19], [2.43, -1.68, -0.61], [3.67, 0.65, -2.03], [4.80, -0.65, -1.80], [3.53, -2.20, -3.06], [2.05, -1.26, -2.95], [2.86, 0.28, 2.12], [2.09, -1.13, 1.68], [0.52, -1.20, 3.64], [1.90, -0.20, 4.07], [0.05, 2.22, 5.74], [0.94, 0.83, 6.42], [1.64, 1.80, 5.09], [-4.77, 5.02, 2.12], [-5.63, 3.94, 1.56], [-5.50, 3.65, 0.39], [-6.41, 3.41, 2.32], [-4.12, 5.39, 1.33], [-5.42, 5.79, 2.51], [-4.19, 4.58, 2.93], [-4.83, 5.36, -2.90], [-3.42, 5.14, -2.49], [-2.64, 4.74, -3.32], [-3.14, 5.38, -1.33], [-4.92, 5.11, -3.95], [-5.45, 4.72, -2.28], [-5.06, 6.41, -2.72], [6.72, -0.66, -5.98], [8.16, -1.05, -5.89], [8.74, -1.28, -6.92], [8.66, -1.12, -4.78], [6.47, -0.61, -7.04], [6.14, -1.41, -5.46], [6.62, 0.31, -5.50], [8.08, -2.83, -2.13], [6.61, -3.04, -2.26], [6.14, -3.22, -3.36], [5.97, -2.98, -1.23], [8.53, -2.89, -3.12], [8.22, -1.85, -1.70], [8.47, -3.60, -1.46], [-6.11, -3.49, 3.69], [-4.70, -3.91, 3.89], [-4.01, -4.08, 2.90], [-4.32, -4.05, 5.03], [-6.30, -3.41, 2.63], [-6.74, -4.25, 4.15], [-6.24, -2.54, 4.20]], "lowdin_charge": [-0.12, -0.23, -0.19, -0.17, -0.16, -0.45, 1.11, -0.40, -0.14, -0.38, -0.13, -0.04, -0.41, 0.62, -0.36, 0.36, -0.24, -0.14, -0.25, -0.58, 0.60, 0.12, -0.40, -0.15, -0.16, -0.06, -0.03, 0.05, 0.14, 0.08, 0.04, 0.04, 0.11, 0.09, 0.09, 0.09, 0.12, 0.08, 0.10, 0.11, 0.04, 0.07, 0.05, 0.07, 0.06, 0.05, 0.07, 0.06, 0.07, 0.05, 0.05, 0.08, 0.06, 0.13, 0.12, 0.10, 0.07, 0.10, 0.07, 0.05, 0.19, 0.13, 0.12, 0.14, 0.10, 0.10, 0.09, 0.06, -0.45, 0.04, 0.07, 0.08, 0.10, 0.10, 0.06, -0.45, 0.04, 0.03, 0.10, 0.09, 0.10, 0.02, -0.44, 0.09, 0.04, 0.10, 0.06, 0.09, 0.05, -0.44, 0.07, 0.04, 0.08, 0.11, 0.10, 0.05, -0.44, 0.04, 0.08, 0.09, 0.10, 0.10]}

=====

[2]
{"formula": "C23H53N7O12", "method": "wB97M-V/def2-TZVPD", "homo_energy_ev": -8.625, "elements": ["C", "C", "C", "C", "C", "C", "N", "O", "C", "C", "C", "H", "H", "H", "H", "H", "H", "H", "H", "H", "H", "H", "H", "H", "H", "H", "H", "H", "H", "H", "C", "C", "C", "C", "C", "C", "N", "O", "C", "C", "C", "H", "H", "H", "H", "H", "H", "H", "H", "H", "H", "H", "H", "H", "H", "H", "H", "H", "H", "H", "C", "N", "O", "O", "H", "H", "H", "C", "N", "O", "O", "H", "H", "H", "C", "N", "O", "O", "H", "H", "H", "C", "N", "O", "O", "H", "H", "H", "C", "N", "O", "O", "H", "H", "H"], "xyz": [[7.79, 16.95, 14.85], [9.20, 16.87, 15.59], [10.39, 16.90, 14.63], [10.41, 18.25, 13.88], [10.67, 19.34, 14.99], [9.59, 19.34, 16.11], [9.34, 18.01, 16.60], [8.00, 18.07, 17.32], [10.24, 20.17, 17.25], [8.36, 20.11, 15.57], [9.33, 15.61, 16.53], [6.94, 17.10, 15.48], [7.54, 15.97, 14.34], [7.76, 17.74, 14.11], [11.28, 17.02, 15.28], [10.33, 15.98, 14.06], [9.39, 18.44, 13.49], [11.13, 18.31, 13.04], [10.72, 20.31, 14.42], [11.64, 19.11, 15.37], [9.59, 20.22, 18.07], [11.20, 19.70, 17.43], [10.47, 21.10, 16.87], [8.50, 21.19, 15.66], [8.16, 19.94, 14.48], [7.40, 19.87, 15.99], [8.96, 14.74, 16.00], [8.64, 15.88, 17.39], [10.37, 15.62, 16.89], [8.22, 17.82, 18.23], [6.54, 16.68, 11.35], [7.24, 16.63, 9.91], [6.58, 17.59, 8.92], [7.33, 17.66, 7.63], [8.74, 18.18, 7.97], [9.46, 17.29, 9.01], [8.59, 17.13, 10.13], [9.25, 16.31, 11.10], [9.89, 16.01, 8.38], [10.68, 18.01, 9.50], [7.10, 15.15, 9.58], [5.69, 16.02, 11.31], [6.18, 17.70, 11.48], [7.13, 16.30, 12.11], [5.54, 17.18, 8.90], [6.55, 18.58, 9.37], [6.94, 18.27, 6.86], [7.45, 16.65, 7.21], [8.61, 19.16, 8.42], [9.43, 18.20, 7.13], [10.77, 16.14, 7.68], [10.22, 15.27, 9.09], [9.14, 15.64, 7.71], [10.47, 18.84, 10.17], [11.23, 17.21, 9.99], [11.22, 18.33, 8.64], [7.72, 14.82, 8.72], [6.08, 15.01, 9.26], [7.42, 14.48, 10.41], [9.50, 16.99, 11.78], [7.50, 11.16, 8.71], [8.85, 11.74, 9.17], [9.25, 11.36, 10.25], [9.41, 12.49, 8.42], [7.02, 10.86, 9.63], [7.77, 10.34, 8.10], [6.99, 11.92, 8.14], [12.76, 12.39, 15.72], [13.19, 13.74, 15.26], [12.50, 14.38, 14.47], [14.24, 14.07, 15.75], [12.98, 12.29, 16.80], [13.25, 11.65, 15.11], [11.66, 12.18, 15.58], [9.64, 13.37, 12.92], [8.77, 12.50, 13.69], [7.58, 12.74, 13.74], [9.31, 11.59, 14.29], [9.06, 14.29, 12.83], [9.80, 13.03, 11.88], [10.62, 13.52, 13.45], [10.67, 8.87, 13.13], [12.09, 8.27, 13.28], [12.84, 8.74, 14.10], [12.36, 7.39, 12.51], [10.72, 9.47, 12.21], [10.49, 9.36, 14.08], [10.13, 7.98, 12.83], [14.09, 15.07, 10.81], [13.19, 14.08, 10.29], [13.65, 13.46, 9.36], [12.09, 13.96, 10.82], [14.41, 14.81, 11.86], [13.55, 16.00, 10.93], [14.95, 15.22, 10.15]], "lowdin_charge": [-0.01, -0.45, -0.14, -0.17, -0.12, -0.52, -0.03, -0.07, -0.02, -0.03, -0.01, 0.07, 0.09, 0.05, 0.12, 0.09, 0.08, 0.11, 0.14, 0.10, 0.07, 0.09, 0.05, 0.08, 0.08, 0.06, 0.06, 0.09, 0.09, 0.10, 0.00, -0.49, -0.14, -0.17, -0.11, -0.58, -0.08, -0.05, -0.04, -0.03, -0.04, 0.07, 0.09, 0.02, 0.13, 0.12, 0.10, 0.11, 0.12, 0.12, 0.12, 0.07, 0.06, 0.09, 0.07, 0.08, 0.06, 0.08, 0.09, 0.10, 0.07, -0.44, 0.04, 0.09, 0.09, 0.08, 0.09, 0.04, -0.43, 0.04, 0.07, 0.11, 0.09, 0.10, 0.02, -0.44, 0.07, 0.04, 0.08, 0.08, 0.09, 0.07, -0.47, 0.05, 0.07, 0.10, 0.07, 0.09, 0.02, -0.45, 0.09, 0.05, 0.12, 0.09, 0.11]}

=====

[3]
{"formula": "C23H53N7O22", "method": "wB97M-V/def2-TZVPD", "homo_energy_ev": -10.318, "elements": ["C", "N", "O", "O", "H", "H", "H", "C", "N", "O", "O", "H", "H", "H", "C", "N", "O", "O", "H", "H", "H", "C", "N", "O", "O", "H", "H", "H", "C", "N", "O", "O", "H", "H", "H", "C", "N", "O", "O", "H", "H", "H", "C", "N", "O", "O", "H", "H", "H", "O", "C", "O", "C", "C", "C", "H", "H", "H", "H", "H", "H", "H", "H", "O", "C", "O", "C", "C", "C", "H", "H", "H", "H", "H", "H", "H", "H", "O", "C", "O", "C", "C", "C", "H", "H", "H", "H", "H", "H", "H", "H", "O", "C", "O", "C", "C", "C", "H", "H", "H", "H", "H", "H", "H", "H"], "xyz": [[4.55, 0.59, 1.41], [5.89, -0.09, 1.21], [5.85, -1.24, 0.81], [6.88, 0.53, 1.48], [4.46, 1.22, 0.53], [4.67, 1.17, 2.32], [3.79, -0.18, 1.45], [4.30, -3.90, -0.91], [5.19, -4.75, -0.10], [4.77, -5.28, 0.91], [6.31, -4.94, -0.53], [3.38, -4.48, -0.98], [4.64, -3.92, -1.94], [4.29, -2.91, -0.47], [2.09, -4.79, -4.18], [1.31, -4.34, -3.01], [0.64, -3.33, -3.13], [1.42, -4.95, -1.97], [3.09, -4.35, -4.17], [1.57, -4.58, -5.11], [2.15, -5.87, -4.07], [4.67, 0.04, -4.56], [5.02, -1.07, -3.64], [6.03, -1.70, -3.87], [4.26, -1.30, -2.70], [5.52, 0.72, -4.58], [3.79, 0.50, -4.13], [4.49, -0.43, -5.52], [-2.25, 4.41, -3.62], [-2.82, 4.94, -2.34], [-3.97, 5.29, -2.34], [-2.09, 4.89, -1.37], [-2.02, 3.36, -3.46], [-1.39, 4.99, -3.93], [-3.00, 4.56, -4.39], [2.02, 3.52, 3.31], [3.36, 4.18, 3.05], [3.66, 5.09, 3.79], [3.99, 3.75, 2.11], [1.93, 3.59, 4.39], [2.07, 2.53, 2.89], [1.22, 4.16, 2.95], [-1.42, -1.18, -3.95], [-2.39, -0.39, -4.76], [-3.04, 0.43, -4.15], [-2.36, -0.48, -5.95], [-1.04, -0.51, -3.18], [-0.59, -1.44, -4.60], [-1.86, -2.05, -3.49], [-2.70, -0.39, 4.80], [-3.56, -0.94, 4.16], [-3.49, -2.12, 3.57], [-2.24, -2.82, 3.74], [-1.06, -2.25, 2.95], [-4.91, -0.26, 3.97], [-2.47, -3.82, 3.39], [-2.04, -2.88, 4.81], [-0.33, -2.03, 3.73], [-1.16, -1.35, 2.36], [-0.59, -3.02, 2.32], [-5.60, -0.87, 3.38], [-4.71, 0.55, 3.26], [-5.34, 0.11, 4.89], [0.78, 1.37, 0.79], [0.04, 1.08, -0.13], [0.26, 0.15, -1.04], [1.48, -0.61, -1.00], [1.29, -1.77, 0.00], [-1.24, 1.81, -0.40], [2.35, -0.01, -0.75], [1.61, -1.04, -1.99], [1.75, -1.42, 0.93], [1.77, -2.69, -0.31], [0.23, -1.95, 0.16], [-2.02, 1.10, -0.68], [-1.09, 2.47, -1.27], [-1.50, 2.51, 0.39], [-4.44, -3.99, -0.34], [-3.23, -3.85, -0.27], [-2.61, -2.71, -0.07], [-3.36, -1.55, 0.31], [-3.98, -0.75, -0.83], [-2.31, -5.02, -0.54], [-2.62, -0.95, 0.84], [-4.22, -1.80, 0.93], [-4.20, 0.26, -0.51], [-4.89, -1.26, -1.16], [-3.42, -0.72, -1.76], [-1.65, -5.29, 0.28], [-1.62, -4.79, -1.36], [-2.92, -5.86, -0.85], [-2.81, 3.23, 2.59], [-2.33, 4.03, 3.34], [-1.65, 5.12, 2.96], [-1.65, 5.41, 1.54], [-0.43, 6.25, 1.24], [-2.35, 3.89, 4.84], [-2.48, 6.11, 1.40], [-1.79, 4.50, 0.98], [-0.32, 7.08, 1.93], [-0.56, 6.62, 0.21], [0.49, 5.67, 1.20], [-1.97, 2.90, 5.08], [-3.39, 3.87, 5.17], [-1.83, 4.70, 5.34]], "lowdin_charge": [0.06, -0.45, 0.05, 0.08, 0.10, 0.09, 0.08, 0.02, -0.44, 0.07, 0.06, 0.07, 0.08, 0.08, 0.06, -0.42, 0.05, 0.06, 0.10, 0.10, 0.11, 0.06, -0.44, 0.09, 0.04, 0.10, 0.09, 0.10, 0.05, -0.43, 0.09, 0.05, 0.08, 0.10, 0.10, 0.06, -0.45, 0.07, 0.06, 0.10, 0.08, 0.08, 0.03, -0.45, 0.05, 0.08, 0.08, 0.09, 0.10, 0.10, -0.57, -0.01, -0.18, -0.06, 0.03, 0.12, 0.12, 0.08, 0.07, 0.07, 0.08, 0.09, 0.08, 0.10, -0.54, -0.02, -0.18, -0.03, 0.05, 0.10, 0.09, 0.07, 0.05, 0.07, 0.07, 0.08, 0.06, 0.10, -0.55, 0.00, -0.20, -0.06, 0.03, 0.10, 0.12, 0.08, 0.08, 0.05, 0.09, 0.07, 0.09, 0.09, -0.55, -0.02, -0.21, -0.06, 0.03, 0.13, 0.07, 0.08, 0.07, 0.07, 0.09, 0.09, 0.08]}

=====

The records above give, respectively, E_LUMO values of -2.658, 0.022, -0.838 eV.
The records above give, respectively, max |F| values of 0.0160, 0.0654, 0.0397 Eh/bohr.
The records above give, respectively, DFT total energy values of -108896.82668, -59693.52551, -80167.02024 eV.